DFT (wB97M-V/def2-TZVPD) results for C42H52BrFN9O3Rb as an isolated structure.

Positions of all 109 atoms, in Å:
Rb  -3.10489  0.23316  -1.45366
C  1.68589  -7.20719  -1.69543
C  0.95716  -6.80682  -0.42022
N  1.02265  -5.37446  -0.15805
C  -0.01567  -4.57478  -0.58697
C  -0.07047  -3.23422  -0.48387
C  -1.27422  -2.49042  -1.07651
O  -1.01325  -1.83179  -2.10120
O  -2.35553  -2.64267  -0.47834
C  0.99827  -2.53467  0.19463
O  1.01028  -1.33996  0.46046
C  2.13432  -3.39961  0.61143
C  3.23267  -2.78657  1.21404
C  4.29747  -3.54542  1.60076
F  5.38573  -2.96276  2.18496
C  4.32251  -4.92790  1.40795
C  3.24266  -5.54455  0.81673
C  2.12380  -4.79177  0.41320
N  5.45988  -5.71839  1.80194
C  6.66650  -5.39770  1.05580
C  7.72120  -6.45055  1.32179
N  7.98364  -6.49838  2.80577
C  6.72109  -6.77932  3.58079
C  5.70051  -5.71518  3.23590
H  1.60452  -8.28229  -1.85940
H  2.74383  -6.94544  -1.64737
H  1.25355  -6.69523  -2.55490
H  1.34549  -7.34521  0.44598
H  -0.09777  -7.06638  -0.49233
H  -0.83934  -5.11890  -1.03288
H  3.21286  -1.71393  1.36019
H  3.29437  -6.61400  0.67346
H  7.06607  -4.40210  1.30571
H  6.43908  -5.39819  -0.00947
H  8.66324  -6.22655  0.82520
H  7.37355  -7.44222  1.03804
H  8.35403  -5.59185  3.10179
H  8.69461  -7.19718  3.01895
H  6.97461  -6.77905  4.63907
H  6.38519  -7.76863  3.27550
H  6.04824  -4.73835  3.60646
H  4.77187  -5.94871  3.75526
C  0.39381  0.86768  -1.99807
N  0.85224  2.24456  -1.89529
C  2.01479  2.37318  -1.03216
C  -0.14683  3.20790  -1.75559
N  -1.34081  2.82657  -1.50116
C  -2.44671  3.67269  -1.66285
C  -2.70017  4.22643  -2.89349
C  -3.77587  5.10622  -3.09303
C  -4.57212  5.45087  -2.04436
C  -4.37641  4.86823  -0.76881
C  -5.24662  5.21387  0.29397
C  -5.11600  4.61912  1.51194
C  -4.13388  3.63351  1.71048
C  -3.25882  3.26199  0.71059
N  -2.43695  2.14563  0.93901
C  -1.70616  2.07423  1.99180
N  -1.38750  0.85200  2.53518
C  -2.08752  -0.31880  2.04173
C  -0.05633  0.57847  3.04664
N  -1.14449  3.15722  2.66688
C  -1.32959  3.30235  4.09385
C  -0.87726  4.38008  1.94769
C  -3.33955  3.91598  -0.56743
N  0.32944  4.50954  -1.88996
C  1.31006  4.82357  -2.91043
C  -0.38309  5.67722  -1.41477
H  1.24106  0.23401  -2.26080
H  -0.35626  0.77347  -2.77784
H  -0.01687  0.49629  -1.05654
H  2.87418  1.88014  -1.49227
H  1.83573  1.89884  -0.05699
H  2.25947  3.41998  -0.86939
H  -2.04973  3.95982  -3.71838
H  -3.97020  5.50216  -4.08144
H  -5.40640  6.12808  -2.18016
H  -6.02883  5.93876  0.10475
H  -5.78980  4.87062  2.32220
H  -4.08986  3.09688  2.65170
H  -3.12949  -0.06847  1.85812
H  -2.03661  -1.10698  2.79559
H  -1.64795  -0.71130  1.12208
H  0.46575  1.50997  3.24748
H  0.51995  -0.00355  2.32037
H  -0.12433  0.00667  3.97696
H  -1.60997  2.34633  4.52979
H  -2.12087  4.03141  4.31174
H  -0.40677  3.64772  4.57078
H  -0.64518  4.13363  0.91418
H  -0.00463  4.86629  2.39341
H  -1.71844  5.08313  1.96330
H  1.74102  3.91147  -3.31075
H  2.11095  5.44505  -2.49660
H  0.84184  5.38163  -3.73079
H  -1.08593  5.42220  -0.62956
H  -0.94686  6.17055  -2.21310
H  0.34735  6.38643  -1.01227
Br  -8.25290  5.09005  -4.45749
C  -7.07353  3.69128  -3.87739
C  -7.09719  3.28641  -2.55805
C  -6.19152  2.30438  -2.15233
C  -5.24630  1.67842  -2.98827
C  -5.31271  2.14336  -4.31811
C  -6.18812  3.12739  -4.77786
H  -7.79209  3.73860  -1.85879
H  -6.23731  2.03610  -1.09379
H  -4.63604  1.72526  -5.06481
H  -6.18246  3.45330  -5.81222

Summary:
LUMO energy in eV: -2.1
Maximum force in eV Å⁻¹: 0.124
HOMO in Eh: -0.168
Calculated total energy in hartree: -5048.01687
Energy above the lowest of the compared OMol25 structures with the same formula, charge and spin in kJ/mol: 49.6
Gap between HOMO and LUMO in eV: 2.453

Mulliken population analysis, charges in e, atoms 1 to 4: atom 1 (Rb): 0.899, atom 2 (C): -1.016, atom 3 (C): -1.040, atom 4 (N): 0.124